Record 1
160
Properties=species:S:1:pos:R:3:forces:R:3 method="wB97M-V/def2-TZVPD" charge=0 homo_lumo_gap_ev=8.59
C -2.166 3.696 -2.334 -0.219 -0.001 0.914
C -2.055 2.448 -1.471 0.081 0.563 -0.326
C -2.175 1.194 -1.931 0.208 0.381 -0.148
P -2.519 0.818 -3.674 -0.519 -1.645 -0.319
O -2.184 -0.555 -4.028 0.416 -0.016 -0.026
O -1.887 1.902 -4.668 -0.509 -0.003 0.557
O -4.133 1.019 -3.777 1.025 0.405 0.517
C -2.064 0.063 -0.930 -0.250 0.408 -0.053
O -1.509 -0.975 -1.162 -0.181 -0.353 -0.134
C -2.689 0.384 0.397 0.019 0.243 -0.216
C -3.380 -0.573 1.107 0.101 0.085 0.035
C -3.974 -0.186 2.299 -0.508 -0.526 0.533
C -3.886 1.098 2.797 0.916 1.144 0.035
C -3.173 2.084 2.091 0.380 -0.442 0.140
C -3.086 3.518 2.577 -1.272 -0.325 -0.220
C -3.906 4.404 1.643 0.300 0.235 -0.043
O -5.302 4.041 1.739 0.459 0.126 -0.349
C -5.996 4.315 0.631 -0.827 0.077 -0.239
O -7.171 4.121 0.530 -0.096 -0.208 0.261
C -2.589 1.691 0.887 0.308 0.508 -0.478
C -1.841 2.668 0.010 -0.320 -1.010 0.193
O -1.126 3.541 0.433 0.007 0.370 -0.184
H -1.461 3.692 -3.159 -0.122 0.014 -0.067
H -3.209 3.751 -2.673 0.184 0.053 -0.384
H -2.013 4.600 -1.734 0.254 -0.602 -0.206
H -2.581 2.506 -4.968 0.219 0.134 -0.151
H -4.407 1.629 -3.076 -0.444 -0.031 -0.191
H -3.464 -1.575 0.707 -0.006 -0.020 0.134
H -4.558 -0.900 2.873 0.074 -0.078 -0.118
H -4.382 1.416 3.730 1.065 -0.628 -0.812
H -3.596 3.578 3.538 0.242 0.037 0.070
H -2.065 3.875 2.679 -0.021 0.038 -0.080
H -3.609 4.285 0.600 0.129 0.051 0.065
H -3.798 5.460 1.894 -0.028 -0.055 0.084
H -5.464 4.765 -0.227 0.561 -0.098 0.318
C -7.512 1.474 5.108 -0.099 0.131 -0.133
Cl -6.585 1.812 6.569 -0.084 0.244 0.075
Cl -8.858 2.600 4.941 0.039 -0.058 -0.006
Cl -6.450 1.528 3.689 -1.548 0.080 0.513
H -7.916 0.473 5.186 0.020 -0.005 -0.005
C 1.173 -1.726 0.536 0.034 0.000 0.031
Cl 0.523 -0.127 0.879 0.243 0.157 0.277
Cl 2.424 -1.641 -0.701 0.012 0.036 -0.181
Cl 1.822 -2.454 2.009 -0.026 -0.084 0.053
H 0.369 -2.350 0.164 -0.030 0.030 -0.033
C -0.180 -3.646 -4.142 -0.013 0.019 -0.013
Cl 0.954 -2.742 -5.153 -0.004 0.028 0.022
Cl -1.150 -4.745 -5.123 0.004 0.007 0.007
Cl 0.690 -4.532 -2.887 -0.134 0.009 0.108
H -0.847 -2.937 -3.666 -0.004 0.111 -0.038
C -1.749 7.919 0.230 -0.187 0.092 -0.141
Cl -2.513 7.915 1.824 0.043 -0.055 0.037
Cl -2.395 6.617 -0.783 -0.097 0.481 0.195
Cl -1.945 9.488 -0.551 0.323 -0.452 -0.225
H -0.691 7.736 0.360 -0.177 -0.052 0.033
C -5.181 -1.525 7.890 0.141 0.106 -0.102
Cl -4.363 -3.068 8.140 -0.072 -0.131 0.150
Cl -4.381 -0.240 8.792 -0.027 -0.015 -0.044
Cl -5.219 -1.156 6.163 0.051 -0.163 -0.096
H -6.199 -1.612 8.246 0.003 -0.020 -0.009
C 5.794 -2.812 0.153 0.081 -0.124 -0.072
Cl 6.607 -1.660 1.214 -0.027 0.007 -0.012
Cl 6.272 -2.546 -1.526 -0.194 -0.036 0.148
Cl 6.144 -4.479 0.630 -0.246 0.047 -0.348
H 4.728 -2.655 0.237 -0.038 0.013 0.020
C 4.953 -5.888 -3.043 -0.002 -0.015 -0.096
Cl 3.918 -4.884 -4.062 -0.019 -0.294 0.154
Cl 4.082 -7.315 -2.471 0.001 0.037 0.060
Cl 6.415 -6.359 -3.909 0.020 0.042 0.035
H 5.245 -5.304 -2.179 0.006 -0.001 -0.009
C -4.595 12.434 1.011 0.054 0.074 0.067
Cl -3.741 10.965 1.484 -0.397 0.342 0.228
Cl -3.843 13.852 1.744 -0.043 0.011 0.005
Cl -4.642 12.599 -0.750 -0.081 -0.017 0.275
H -5.613 12.367 1.371 -0.003 0.006 -0.018
C -5.804 0.108 -6.771 -0.035 -0.091 -0.102
Cl -6.736 1.212 -7.792 0.126 -0.172 -0.070
Cl -6.815 -1.227 -6.216 0.005 0.032 0.026
Cl -4.386 -0.493 -7.627 0.016 0.045 0.042
H -5.465 0.655 -5.901 -0.023 -0.021 0.019
C -4.010 12.136 -4.509 0.090 -0.055 -0.049
Cl -2.855 12.892 -5.606 -0.018 0.028 0.024
Cl -5.147 11.124 -5.400 -0.034 0.007 0.044
Cl -3.175 11.198 -3.269 0.040 -0.099 -0.255
H -4.572 12.921 -4.018 0.001 -0.003 -0.008
C -0.943 -3.036 6.901 0.134 0.105 -0.052
Cl 0.044 -2.066 7.996 -0.051 0.019 0.009
Cl -0.567 -2.662 5.222 0.043 -0.020 -0.105
Cl -0.723 -4.755 7.233 -0.102 0.094 -0.012
H -1.982 -2.791 7.069 -0.010 0.004 0.052
C 7.921 -5.253 4.543 0.061 0.108 -0.003
Cl 8.703 -4.588 5.979 -0.012 -0.024 -0.002
Cl 7.817 -4.043 3.265 0.187 -0.076 0.423
Cl 8.783 -6.689 3.976 -0.041 -0.023 -0.003
H 6.916 -5.550 4.812 0.003 -0.024 -0.002
C -2.111 3.540 6.752 -0.119 0.008 0.015
Cl -3.012 3.407 8.263 0.029 -0.003 -0.004
Cl -2.631 2.303 5.606 0.153 -0.142 0.254
Cl -2.295 5.152 6.056 0.031 -0.016 -0.018
H -1.062 3.382 6.966 -0.004 0.002 0.002
C 4.802 -1.397 -6.307 0.109 0.075 0.032
Cl 4.150 0.211 -5.984 -0.047 -0.027 -0.004
Cl 6.065 -1.323 -7.535 -0.028 -0.026 -0.011
Cl 5.411 -2.133 -4.825 0.079 0.250 -0.115
H 3.999 -2.017 -6.684 0.004 -0.005 0.007
C 2.105 7.097 -0.775 -0.121 -0.088 -0.189
Cl 2.190 7.269 -2.528 0.051 0.003 0.003
Cl 1.450 8.570 -0.050 0.409 0.175 0.032
Cl 1.118 5.707 -0.333 0.025 0.151 -0.162
H 3.109 6.943 -0.400 -0.016 0.031 0.044
C 0.571 -8.585 -5.934 0.030 0.150 -0.020
Cl 1.381 -10.076 -6.435 0.023 -0.034 -0.010
Cl 1.724 -7.459 -5.229 -0.031 -0.035 -0.004
Cl -0.272 -7.850 -7.298 -0.024 -0.036 0.019
H -0.163 -8.837 -5.179 -0.003 -0.023 -0.015
C 2.833 3.172 2.784 0.005 0.061 -0.131
Cl 3.919 4.568 2.826 -0.030 0.018 0.059
Cl 1.292 3.604 2.046 -0.034 -0.269 0.312
Cl 3.579 1.841 1.912 0.066 -0.102 0.015
H 2.646 2.856 3.802 0.039 0.010 0.008
C 11.576 -4.891 2.371 0.119 0.072 -0.018
Cl 12.385 -6.383 1.895 -0.055 -0.030 0.045
Cl 12.722 -3.761 3.093 -0.021 -0.005 0.011
Cl 10.765 -4.155 0.987 -0.065 -0.032 -0.023
H 10.825 -5.133 3.111 -0.015 0.004 -0.015
C -6.888 3.978 -4.674 -0.110 -0.039 -0.035
Cl -7.376 3.414 -3.077 0.090 0.012 0.031
Cl -5.332 3.261 -5.135 -0.104 0.333 -0.127
Cl -8.113 3.599 -5.875 -0.051 0.209 0.149
H -6.767 5.055 -4.623 0.099 -0.286 -0.033
C 10.672 -2.302 -2.271 0.020 -0.002 -0.114
Cl 11.742 -0.901 -2.177 -0.005 -0.011 0.043
Cl 9.148 -1.874 -3.049 0.132 0.052 -0.104
Cl 11.459 -3.631 -3.118 -0.062 -0.045 0.032
H 10.455 -2.627 -1.263 0.009 0.028 0.013
C 0.575 -13.840 -6.325 -0.010 -0.084 -0.018
Cl -1.092 -14.043 -5.782 0.012 0.030 0.002
Cl 1.672 -14.835 -5.365 -0.002 0.028 -0.001
Cl 0.725 -14.218 -8.041 0.004 0.029 0.013
H 0.849 -12.804 -6.183 -0.017 0.010 0.015
C -1.209 -8.783 8.757 0.007 -0.096 -0.038
Cl -0.131 -7.790 7.770 0.049 -0.174 0.064
Cl -2.296 -9.724 7.737 -0.015 0.041 0.014
Cl -0.281 -9.837 9.821 -0.011 0.040 0.012
H -1.807 -8.122 9.371 0.009 0.008 -0.006
C 15.316 -4.844 -2.130 -0.117 0.046 0.012
Cl 14.458 -5.024 -0.599 0.033 0.009 -0.037
Cl 14.838 -6.110 -3.264 0.024 -0.008 0.003
Cl 15.035 -3.249 -2.827 0.092 0.012 0.028
H 16.376 -4.946 -1.937 -0.003 -0.014 -0.011
C 1.828 -6.411 4.648 0.018 -0.084 -0.070
Cl 3.230 -5.355 4.852 -0.018 0.030 0.025
Cl 1.169 -6.258 3.020 -0.012 0.011 0.036
Cl 2.245 -8.091 5.003 0.001 0.110 -0.014
H 1.068 -6.094 5.350 0.011 0.022 -0.008
C -8.063 7.713 -2.466 0.184 0.030 0.123
Cl -7.379 6.620 -1.267 -0.162 0.038 -0.080
Cl -7.361 9.322 -2.327 0.002 0.015 -0.044
Cl -7.841 7.072 -4.105 -0.182 0.325 0.047
H -9.127 7.788 -2.282 -0.006 -0.016 -0.042

***

Record 2
86
Properties=species:S:1:pos:R:3:forces:R:3 method="wB97M-V/def2-TZVPD" charge=-1 homo_lumo_gap_ev=5.58
Cs -1.964 -0.917 2.016 1.582 3.096 1.684
C -3.045 -4.016 5.421 -0.017 -0.131 0.106
C -2.907 -3.482 3.999 0.024 -0.086 -0.380
O -2.681 -2.237 3.884 -0.905 -1.880 1.635
C -3.024 -4.425 2.969 0.062 0.264 -0.386
C -2.932 -4.263 1.519 0.049 0.254 0.463
C -3.168 -5.527 0.729 -0.045 -0.289 0.178
N -2.661 -3.126 0.943 -0.455 -1.415 -0.946
N -2.631 -3.149 -0.473 -0.148 -0.269 0.187
C -2.336 -2.012 -1.021 -0.006 -0.140 -0.771
O -2.040 -0.891 -0.460 -0.125 -0.275 -1.722
C -2.310 -2.011 -2.548 0.091 -0.031 0.449
C -1.914 -0.847 -3.192 0.069 0.171 -0.362
C -1.818 -0.784 -4.584 -0.057 -0.149 0.248
C -2.117 -1.904 -5.350 -0.019 -0.047 0.195
C -2.521 -3.076 -4.710 0.005 0.068 0.149
C -2.620 -3.126 -3.323 -0.002 -0.096 -0.113
H -3.065 -3.173 6.109 -0.015 -0.007 0.020
H -2.200 -4.662 5.679 -0.002 0.062 -0.025
H -3.953 -4.611 5.547 0.021 0.043 -0.032
H -3.228 -5.439 3.295 -0.005 -0.013 -0.041
H -4.146 -5.938 0.995 0.010 0.005 -0.043
H -2.426 -6.276 1.023 -0.018 0.022 -0.030
H -3.115 -5.363 -0.340 0.002 0.071 0.005
H -1.663 0.010 -2.578 -0.009 0.000 -0.040
H -1.505 0.138 -5.064 -0.004 -0.027 0.015
H -2.039 -1.871 -6.430 -0.010 0.007 0.013
H -2.762 -3.957 -5.296 0.009 0.029 0.011
H -2.925 -4.033 -2.811 0.011 0.053 -0.060
I -4.357 4.289 1.039 0.192 0.251 0.154
C -5.104 2.627 -0.037 -0.474 0.183 0.010
I -3.760 1.048 -0.330 0.184 -0.230 -0.261
H -5.436 3.002 -0.997 -0.092 0.041 0.009
H -5.936 2.261 0.551 -0.111 0.041 -0.096
C -0.090 1.526 0.370 0.386 -0.131 0.143
C 1.365 1.325 0.804 -0.068 -0.029 -0.105
P 1.703 -0.382 1.419 -0.006 -0.088 0.093
C 1.374 -1.398 -0.066 0.200 -0.094 0.028
C 0.963 -2.712 0.140 -0.023 -0.039 -0.202
C 0.731 -3.562 -0.943 -0.009 0.167 0.141
C 0.912 -3.096 -2.236 0.003 0.120 0.019
C 1.332 -1.782 -2.448 -0.058 -0.107 0.051
C 1.562 -0.942 -1.372 0.017 0.037 -0.027
C 3.545 -0.326 1.435 0.023 0.057 -0.057
C 4.201 0.714 2.098 0.083 0.026 0.050
C 5.589 0.757 2.174 -0.123 -0.055 -0.036
C 6.350 -0.251 1.596 -0.067 -0.005 -0.021
C 5.711 -1.294 0.940 -0.093 0.035 0.022
C 4.323 -1.328 0.860 0.060 -0.049 -0.059
P -0.470 3.219 -0.265 -0.249 0.098 -0.025
C 0.906 3.388 -1.472 0.140 -0.088 -0.143
C 2.205 3.828 -1.208 -0.002 0.055 0.034
C 3.180 3.818 -2.198 -0.141 -0.053 -0.056
C 2.877 3.348 -3.473 -0.027 0.008 0.080
C 1.593 2.897 -3.751 -0.046 0.044 0.129
C 0.616 2.932 -2.760 0.038 -0.034 -0.075
C 0.040 4.304 1.118 0.109 0.047 0.109
C -0.102 3.892 2.443 -0.007 0.056 0.129
C 0.144 4.763 3.501 0.001 -0.012 -0.188
C 0.542 6.069 3.250 -0.005 -0.017 -0.057
C 0.683 6.499 1.934 -0.042 -0.135 -0.027
C 0.426 5.627 0.883 0.011 0.060 0.036
H -0.770 1.234 1.182 0.152 0.580 -0.330
H -0.360 0.841 -0.443 0.018 0.045 0.029
H 1.607 2.002 1.625 0.008 0.037 0.029
H 2.051 1.565 -0.008 0.010 -0.010 -0.027
H 0.816 -3.070 1.153 -0.077 -0.021 -0.024
H 0.370 -4.568 -0.767 0.009 0.035 -0.013
H 0.691 -3.737 -3.082 0.029 0.046 0.055
H 1.454 -1.407 -3.458 -0.015 -0.027 0.010
H 1.880 0.081 -1.556 -0.013 -0.068 0.002
H 3.628 1.508 2.566 0.005 -0.029 -0.009
H 6.073 1.579 2.687 -0.009 -0.005 -0.002
H 7.431 -0.222 1.653 -0.004 0.004 0.008
H 6.290 -2.085 0.480 0.003 0.007 0.006
H 3.839 -2.140 0.328 0.014 0.006 0.020
H 2.463 4.173 -0.213 -0.014 -0.008 -0.033
H 4.183 4.160 -1.970 -0.025 -0.005 -0.002
H 3.638 3.332 -4.244 -0.016 -0.005 0.027
H 1.344 2.524 -4.738 0.016 0.019 0.037
H -0.390 2.588 -2.984 0.049 0.017 0.009
H -0.416 2.879 2.663 -0.007 0.016 0.003
H 0.023 4.416 4.520 0.002 0.001 -0.022
H 0.736 6.750 4.070 -0.001 -0.021 -0.018
H 0.987 7.518 1.723 -0.014 -0.032 0.014
H 0.529 5.985 -0.136 -0.014 -0.030 0.021

***

The calculation returns the following HOMO level values, one per record and in order: -10.2, -3.5 eV.
The calculation returns the following molar mass values, one per record and in order: 3308.68, 1015.41 g/mol.